[1]
83
Properties=species:S:1:pos:R:3:lowdin_charge:R:1 method="wB97M-V/def2-TZVPD" homo_lumo_gap_ev="4.517 / 4.517" multiplicity=1 charge=+1 lumo_energy_ev="-4.7992 / -4.7998"
Zr -2.55 1.98 2.06 1.881
Cl -8.54 3.37 -1.75 0.709
C -7.14 2.81 -0.92 -0.655
C -6.98 1.39 -0.78 -0.026
C -5.84 0.83 -0.22 0.014
C -4.76 1.67 0.04 -0.228
O -3.57 1.15 0.51 -0.259
C -4.85 3.15 -0.16 -0.114
C -3.87 4.06 0.26 -0.079
N -2.68 3.80 0.74 -0.067
C -1.45 4.09 0.11 -0.209
C -1.30 4.52 -1.20 0.006
C -0.02 4.61 -1.77 -0.042
C 1.15 4.33 -1.03 0.003
C 0.99 3.86 0.30 -0.136
C 2.10 3.30 1.03 0.029
C 1.84 2.69 2.20 -0.041
C 0.53 2.76 2.76 -0.045
N -0.55 3.18 2.03 -0.027
C -0.30 3.78 0.84 -0.189
C -6.12 3.70 -0.56 -0.032
H -7.87 0.79 -1.09 0.129
H -5.82 -0.20 0.18 0.149
H -4.25 5.14 0.22 0.165
H -2.19 4.68 -1.84 0.129
H 0.13 4.95 -2.79 0.114
H 2.08 4.45 -1.58 0.121
H 3.09 3.30 0.51 0.147
H 2.63 2.13 2.79 0.129
H 0.23 2.55 3.80 0.125
H -6.35 4.81 -0.53 0.145
C -0.98 -2.11 -0.20 -0.359
As 0.10 -1.66 -1.82 1.009
C -1.31 -2.21 -3.13 -0.360
C 0.91 -3.51 -1.91 -0.371
C 2.40 -3.71 -1.54 -0.676
C 2.65 -5.22 -1.34 -0.099
C 2.71 -3.04 -0.16 -0.372
As 2.43 -1.13 0.19 1.063
C 4.22 -0.32 0.56 -0.331
C 1.89 -1.28 2.13 -0.321
C 3.30 -3.12 -2.66 -0.369
As 5.26 -3.64 -2.84 1.111
C 6.13 -2.34 -1.53 -0.342
C 5.66 -2.66 -4.58 -0.339
H -1.75 -2.82 -0.52 0.017
H -1.58 -1.23 0.18 0.001
H -0.38 -2.54 0.65 0.020
H -1.35 -3.33 -3.19 0.027
H -0.94 -1.71 -4.08 0.024
H -2.24 -1.79 -2.79 -0.004
H 0.62 -3.77 -2.96 0.061
H 0.20 -4.13 -1.29 0.087
H 2.01 -5.69 -0.54 0.094
H 3.75 -5.41 -1.11 0.073
H 2.43 -5.78 -2.24 0.079
H 3.81 -3.16 -0.05 0.058
H 2.11 -3.57 0.56 0.062
H 5.05 -1.10 0.67 0.025
H 4.01 0.22 1.48 -0.019
H 4.50 0.36 -0.28 0.013
H 2.43 -2.02 2.74 0.034
H 0.77 -1.44 2.16 -0.007
H 2.06 -0.28 2.59 -0.008
H 3.40 -2.03 -2.56 0.047
H 2.90 -3.29 -3.64 0.055
H 5.75 -2.53 -0.53 -0.031
H 6.01 -1.27 -1.81 0.023
H 7.21 -2.54 -1.54 0.011
H 5.07 -3.24 -5.30 0.002
H 6.78 -2.65 -4.72 0.036
H 5.23 -1.64 -4.46 0.017
O -4.00 2.39 5.76 -0.038
P -3.24 1.81 4.53 0.207
O -4.15 1.84 3.27 -0.352
O -2.02 2.58 4.11 -0.329
O -2.89 0.31 4.84 -0.232
P -2.32 -0.68 3.55 0.305
O -1.23 -1.39 4.43 -0.077
O -3.46 -1.42 2.99 -0.224
O -1.50 0.28 2.65 -0.409
H -4.98 2.26 5.77 0.148
H -1.24 -1.29 5.39 0.114

---

[2]
79
Properties=species:S:1:pos:R:3:lowdin_charge:R:1 method="wB97M-V/def2-TZVPD" homo_lumo_gap_ev=4.105 multiplicity=1 charge=+1 lumo_energy_ev=-6.8788
Be 0.37 -2.90 0.04 1.106
B 0.58 0.02 0.54 -1.371
F -0.15 -0.89 1.35 0.103
F 1.76 0.42 1.09 0.174
F 0.86 -0.61 -0.71 0.061
F -0.29 1.06 0.24 0.140
N -5.96 0.71 1.95 0.060
C -5.32 1.84 2.30 -0.125
C -3.94 1.96 2.26 -0.064
C -3.17 0.89 1.85 -0.079
C -3.84 -0.24 1.38 -0.084
C -5.20 -0.33 1.56 -0.160
H -5.97 2.68 2.50 0.108
H -3.49 2.84 2.69 0.100
H -2.09 0.88 1.90 0.075
H -3.29 -1.13 1.08 0.084
H -5.75 -1.24 1.34 0.099
N 2.91 -2.97 0.24 0.049
C 3.65 -3.75 -0.59 -0.124
C 5.04 -3.71 -0.57 -0.036
C 5.69 -2.82 0.30 -0.023
C 4.94 -2.10 1.20 -0.015
C 3.55 -2.23 1.16 -0.097
H 3.19 -4.43 -1.28 0.111
H 5.58 -4.35 -1.25 0.116
H 6.77 -2.84 0.25 0.122
H 5.28 -1.49 2.02 0.124
H 2.90 -1.72 1.85 0.114
N -1.59 -2.31 -1.31 0.055
C -2.44 -3.31 -1.62 -0.141
C -3.64 -3.16 -2.30 -0.034
C -3.98 -1.89 -2.72 -0.038
C -3.17 -0.82 -2.43 -0.015
C -1.99 -1.08 -1.75 -0.092
H -2.10 -4.28 -1.28 0.105
H -4.24 -4.03 -2.53 0.119
H -4.90 -1.82 -3.28 0.125
H -3.42 0.20 -2.69 0.128
H -1.34 -0.28 -1.42 0.104
C 2.29 -1.48 -4.26 0.000
C 1.24 -2.33 -3.60 -0.462
O 1.19 -2.50 -2.40 -0.017
C 0.22 -2.95 -4.52 -0.002
H 3.06 -2.09 -4.73 0.106
H 2.78 -0.91 -3.46 0.072
H 1.83 -0.73 -4.90 0.088
H -0.05 -3.89 -4.03 0.087
H 0.59 -3.10 -5.53 0.093
H -0.72 -2.41 -4.54 0.092
C -1.27 -0.23 4.85 -0.021
C 0.17 0.12 5.16 -0.485
O 0.69 -0.42 6.12 0.068
C 0.85 1.05 4.21 -0.005
H -1.38 -0.66 3.85 0.061
H -1.92 0.64 4.88 0.087
H -1.62 -1.02 5.51 0.084
H 1.88 1.19 4.55 0.092
H 0.37 2.03 4.23 0.078
H 0.87 0.65 3.19 0.058
C 1.28 1.86 -2.49 -0.016
C 2.07 2.65 -3.50 -0.489
O 2.00 3.86 -3.52 0.086
C 2.97 1.91 -4.46 -0.024
H 0.73 2.53 -1.82 0.085
H 2.01 1.36 -1.85 0.086
H 0.58 1.20 -3.00 0.084
H 3.77 2.55 -4.81 0.090
H 2.45 1.55 -5.35 0.085
H 3.37 1.02 -3.97 0.053
C -0.13 5.65 3.57 -0.028
C -0.88 5.05 2.43 -0.488
O -1.75 5.68 1.87 0.067
C -0.48 3.68 1.90 -0.026
H -0.64 5.63 4.54 0.089
H -0.03 6.73 3.49 0.089
H 0.87 5.23 3.74 0.075
H 0.61 3.60 1.88 0.086
H -0.79 3.57 0.86 0.081
H -0.93 2.93 2.55 0.058

---

[3]
75
Properties=species:S:1:pos:R:3:mulliken_spin:R:1 method="wB97M-V/def2-TZVPD" homo_lumo_gap_ev="7.839 / 7.575" multiplicity=2 lumo_energy_ev="0.1578 / -0.4975"
Re -0.09 0.25 0.40 0.877
N 1.53 0.98 -0.86 -0.014
C 2.52 -0.09 -1.13 -0.004
C 1.81 -1.43 -1.15 0.018
O 2.37 -2.44 -1.55 0.046
N 0.55 -1.34 -0.67 0.033
C -0.31 -2.50 -0.74 0.005
C -1.69 -2.10 -0.23 0.000
O -2.62 -2.87 -0.21 0.002
O -1.78 -0.85 0.18 0.014
H 1.09 1.28 -1.73 -0.003
H 1.98 1.80 -0.47 -0.001
H 3.27 -0.07 -0.34 0.003
H 3.03 0.06 -2.08 -0.002
H 0.05 -3.33 -0.14 0.003
H -0.40 -2.87 -1.77 0.004
C 1.37 0.87 2.01 -0.053
C 0.20 1.72 2.05 -0.018
C -0.89 0.83 2.43 0.020
C -0.31 -0.48 2.58 -0.032
C 1.08 -0.44 2.45 0.100
C 2.05 -1.55 2.80 -0.009
C 3.48 -1.23 2.37 0.004
C 2.01 -1.65 4.34 0.006
C 1.64 -2.90 2.20 0.000
C -2.36 1.06 2.86 -0.004
C -3.03 -0.30 3.13 -0.001
C -2.35 1.81 4.20 0.000
C -3.25 1.77 1.85 0.029
C 0.39 3.24 2.15 0.039
C 1.50 3.71 1.21 -0.008
C -0.84 4.08 1.78 0.011
C 0.81 3.55 3.59 -0.002
H 2.37 1.23 1.79 0.009
H -0.87 -1.37 2.81 0.011
H 3.82 -0.27 2.77 -0.001
H 3.58 -1.23 1.28 -0.001
H 4.15 -2.00 2.74 0.000
H 2.28 -0.70 4.80 0.001
H 2.71 -2.41 4.68 0.002
H 1.01 -1.92 4.69 -0.002
H 1.78 -2.90 1.12 0.000
H 0.60 -3.14 2.42 0.000
H 2.26 -3.69 2.62 0.000
H -2.58 -0.84 3.96 0.000
H -3.02 -0.93 2.24 0.001
H -4.08 -0.12 3.39 -0.001
H -1.66 1.34 4.91 0.000
H -3.35 1.78 4.64 -0.001
H -2.07 2.85 4.11 0.000
H -3.38 1.14 0.97 -0.007
H -2.87 2.73 1.53 -0.002
H -4.23 1.92 2.31 0.000
H 1.24 3.52 0.16 0.001
H 2.48 3.26 1.43 0.000
H 1.62 4.79 1.30 0.000
H -1.17 3.87 0.76 0.000
H -0.57 5.13 1.85 0.001
H -1.67 3.91 2.45 0.001
H 1.70 2.99 3.87 0.001
H 0.02 3.31 4.30 0.000
H 1.04 4.62 3.69 0.000
O -0.64 1.72 -2.29 -0.001
B -1.17 1.54 -0.97 -0.070
O -2.35 2.29 -0.89 -0.008
C -2.54 2.89 -2.11 0.003
C -3.56 3.72 -2.51 0.000
C -3.50 4.19 -3.82 0.001
C -2.47 3.84 -4.68 0.001
C -1.43 3.00 -4.26 0.001
C -1.50 2.54 -2.96 -0.004
H -4.37 3.98 -1.84 0.000
H -4.29 4.84 -4.18 0.000
H -2.46 4.22 -5.69 0.000
H -0.62 2.71 -4.92 0.000

---

[4]
75
Properties=species:S:1:pos:R:3:lowdin_charge:R:1 method="wB97M-V/def2-TZVPD" homo_lumo_gap_ev="6.708 / 6.706" multiplicity=1 lumo_energy_ev="-0.6568 / -0.6584"
Ru -0.19 0.58 1.22 1.173
O -6.23 0.28 1.96 0.089
C -4.90 0.36 1.73 -0.274
C -4.35 1.24 0.80 0.085
C -2.98 1.24 0.64 -0.174
N -2.22 0.41 1.34 -0.032
C -2.72 -0.43 2.24 -0.172
C -4.07 -0.49 2.47 0.094
C -1.65 -1.27 2.90 -0.571
O -1.93 -2.13 3.70 0.097
O -0.44 -1.00 2.46 -0.219
C -2.18 2.10 -0.31 -0.604
O -2.74 2.87 -1.07 0.079
O -0.90 1.89 -0.25 -0.225
H -6.70 0.91 1.40 0.118
H -4.95 1.92 0.20 0.137
H -4.48 -1.18 3.19 0.142
C -0.04 4.23 1.71 -0.039
C 1.42 3.97 1.93 -0.207
C 2.31 5.01 2.18 -0.050
C 3.65 4.77 2.40 -0.076
C 4.14 3.47 2.39 -0.052
C 3.30 2.40 2.13 -0.213
C 3.81 0.99 2.11 -0.044
C 1.93 2.66 1.89 -0.269
N 1.10 1.58 1.71 -0.116
H -0.27 5.28 1.89 0.079
H -0.64 3.61 2.38 0.080
H -0.34 3.97 0.69 0.069
H 1.93 6.02 2.20 0.110
H 4.32 5.60 2.60 0.102
H 5.19 3.28 2.58 0.109
H 3.84 0.60 1.09 0.060
H 3.18 0.33 2.69 0.076
H 4.82 0.95 2.51 0.079
C 0.31 -3.73 0.65 -0.115
C 1.20 -2.83 -0.21 -0.678
C 1.80 -3.68 -1.33 -0.107
C 2.32 -2.26 0.66 -0.131
Sb 0.02 -1.08 -0.83 1.674
C 1.22 0.04 -2.30 -0.676
C 2.05 1.05 -1.51 -0.133
C 0.30 0.80 -3.25 -0.114
C 2.15 -0.85 -3.11 -0.117
C -1.78 -1.89 -1.81 -0.677
C -2.52 -0.80 -2.59 -0.102
C -2.70 -2.38 -0.69 -0.109
C -1.44 -3.04 -2.75 -0.111
H 0.94 -4.50 1.11 0.094
H -0.44 -4.25 0.05 0.067
H -0.19 -3.19 1.46 0.060
H 2.24 -4.57 -0.87 0.090
H 2.59 -3.16 -1.86 0.055
H 1.06 -4.02 -2.05 0.061
H 2.94 -3.08 1.04 0.094
H 1.92 -1.71 1.52 0.054
H 2.97 -1.59 0.09 0.062
H 1.41 1.80 -1.04 0.054
H 2.72 1.57 -2.21 0.095
H 2.66 0.59 -0.74 0.045
H -0.47 1.37 -2.73 0.069
H -0.18 0.13 -3.97 0.068
H 0.90 1.51 -3.82 0.093
H 2.96 -1.25 -2.50 0.066
H 2.61 -0.24 -3.90 0.090
H 1.63 -1.68 -3.60 0.072
H -2.67 0.11 -2.01 0.065
H -3.52 -1.18 -2.85 0.094
H -2.03 -0.53 -3.51 0.062
H -3.12 -1.54 -0.13 0.058
H -2.21 -3.05 0.01 0.062
H -3.54 -2.92 -1.14 0.095
H -0.71 -2.75 -3.51 0.075
H -2.35 -3.36 -3.27 0.090
H -1.05 -3.90 -2.20 0.062

---

[5]
77
Properties=species:S:1:pos:R:3:lowdin_charge:R:1 method="wB97M-V/def2-TZVPD" homo_lumo_gap_ev=6.974 multiplicity=1 lumo_energy_ev=-1.1645
Rh -0.12 0.88 -0.29 0.889
C -4.02 1.06 -2.19 -0.062
O -4.69 0.24 -1.24 -0.065
C -4.02 -0.48 -0.30 -0.204
C -4.84 -1.24 0.52 0.006
C -4.32 -2.07 1.51 -0.082
C -2.97 -2.14 1.71 -0.053
C -2.11 -1.35 0.91 -0.137
C -0.71 -1.41 1.24 -0.027
N 0.22 -0.62 0.80 -0.165
N 1.51 -0.78 1.25 0.098
C 2.29 0.13 0.73 -0.446
O 1.92 0.97 -0.18 -0.169
C 3.70 0.18 1.18 -0.147
C 4.64 0.88 0.43 -0.019
C 5.96 0.95 0.85 -0.077
C 6.34 0.33 2.04 -0.088
C 5.41 -0.37 2.79 -0.080
C 4.09 -0.45 2.37 -0.028
C -2.62 -0.53 -0.13 -0.252
O -1.81 0.13 -0.93 -0.214
H -4.83 1.54 -2.75 0.096
H -3.41 0.47 -2.87 0.094
H -3.41 1.82 -1.71 0.057
H -5.90 -1.17 0.36 0.124
H -4.99 -2.66 2.12 0.105
H -2.54 -2.76 2.48 0.111
H -0.37 -2.16 1.95 0.140
H 4.32 1.36 -0.48 0.106
H 6.69 1.48 0.26 0.102
H 7.37 0.39 2.37 0.101
H 5.70 -0.85 3.72 0.102
H 3.35 -0.98 2.95 0.108
C -0.01 3.08 -2.32 -0.024
C 1.02 4.16 -2.00 -0.623
C 2.41 3.73 -2.46 -0.015
C 0.61 5.48 -2.63 -0.019
O 1.13 4.37 -0.58 -0.131
Si 0.00 4.32 0.59 -0.090
S -0.42 2.38 1.37 0.492
O 0.52 5.07 1.93 -0.160
C 1.33 6.25 2.09 -0.633
C 2.78 5.88 1.86 -0.020
C 1.10 6.70 3.53 -0.026
C 0.88 7.34 1.12 -0.020
O -1.32 5.05 -0.05 -0.153
C -2.66 5.25 0.42 -0.639
C -3.15 6.52 -0.27 -0.025
C -2.68 5.43 1.94 -0.028
C -3.51 4.06 0.01 -0.036
H -0.04 2.88 -3.39 0.107
H -1.01 3.38 -1.99 0.082
H 0.29 2.15 -1.82 0.024
H 2.43 3.61 -3.54 0.092
H 2.67 2.78 -1.99 0.071
H 3.14 4.47 -2.17 0.092
H 0.52 5.37 -3.72 0.091
H 1.36 6.24 -2.42 0.090
H -0.35 5.81 -2.23 0.078
H 3.08 5.10 2.57 0.094
H 3.42 6.75 2.01 0.089
H 2.92 5.50 0.85 0.077
H 1.40 5.91 4.22 0.090
H 0.05 6.92 3.70 0.081
H 1.69 7.60 3.75 0.089
H 1.00 7.00 0.09 0.075
H 1.47 8.24 1.26 0.092
H -0.18 7.58 1.27 0.079
H -2.50 7.36 -0.02 0.083
H -4.16 6.76 0.04 0.089
H -3.13 6.38 -1.35 0.086
H -2.04 6.27 2.23 0.076
H -2.31 4.54 2.44 0.075
H -3.69 5.63 2.28 0.094
H -3.48 3.94 -1.07 0.076
H -4.55 4.20 0.32 0.095
H -3.13 3.15 0.48 0.059

---

[6]
79
Properties=species:S:1:pos:R:3:mulliken_spin:R:1 method="wB97M-V/def2-TZVPD" homo_lumo_gap_ev="4.991 / 4.670" multiplicity=3 charge=-2 lumo_energy_ev="4.6701 / 3.4373"
Ti 0.11 0.14 0.09 0.938
C 0.93 2.96 2.38 0.033
Si 0.98 1.15 2.96 0.000
C 2.74 0.44 2.96 0.004
C 0.69 1.36 4.86 0.000
N -0.17 0.24 2.06 0.079
C -0.87 -0.89 2.45 0.091
C -1.02 -1.28 3.79 -0.006
C -1.72 -2.42 4.15 0.027
C -2.32 -3.19 3.17 0.005
C -2.21 -2.82 1.84 0.019
C -1.47 -1.69 1.42 0.012
N -1.30 -1.32 0.10 0.134
Si -1.80 -2.40 -1.15 0.017
C -1.48 -1.97 -2.95 -0.003
C -3.70 -2.69 -1.16 0.000
C -0.93 -4.09 -0.97 0.007
H 1.69 3.55 2.91 0.001
H -0.05 3.41 2.58 -0.001
H 1.13 3.00 1.32 0.000
H 3.44 1.15 3.40 -0.001
H 3.06 0.23 1.94 0.001
H 2.78 -0.49 3.54 0.001
H 1.33 2.17 5.21 0.000
H 0.97 0.45 5.41 0.000
H -0.34 1.61 5.12 0.000
H -0.57 -0.67 4.56 -0.003
H -1.79 -2.70 5.20 0.005
H -2.88 -4.09 3.43 0.002
H -2.69 -3.42 1.09 0.001
H -1.85 -0.98 -3.23 0.002
H -1.98 -2.72 -3.57 0.000
H -0.41 -1.97 -3.18 -0.002
H -4.22 -1.79 -0.80 0.000
H -4.02 -3.53 -0.54 0.000
H -4.05 -2.88 -2.18 0.000
H 0.15 -3.91 -0.92 0.000
H -1.12 -4.74 -1.84 0.000
H -1.21 -4.64 -0.07 0.000
C -0.27 5.45 -3.07 0.018
C -0.07 5.51 -1.70 -0.006
C -0.54 4.49 -0.89 0.014
C -1.20 3.37 -1.41 0.082
C -1.38 3.33 -2.79 0.010
C -0.94 4.36 -3.61 -0.007
Si -1.75 1.98 -0.23 0.224
C -3.55 1.49 -0.58 0.057
C -4.54 1.66 0.39 0.023
C -5.86 1.32 0.16 -0.001
C -6.25 0.80 -1.07 0.014
C -5.28 0.63 -2.06 -0.011
C -3.96 0.96 -1.81 -0.001
H 0.10 6.24 -3.72 0.001
H 0.45 6.35 -1.26 0.000
H -0.38 4.56 0.18 -0.002
H -1.86 2.47 -3.25 0.004
H -1.10 4.30 -4.68 0.000
H -1.96 2.80 1.03 0.066
H -4.26 2.06 1.36 0.004
H -6.61 1.47 0.93 0.000
H -7.27 0.51 -1.25 0.001
H -5.56 0.23 -3.02 0.000
H -3.22 0.79 -2.58 0.009
O 1.55 1.28 -0.11 -0.014
N 2.33 0.23 -0.58 0.055
O 3.58 0.28 -0.15 0.009
O 1.65 -0.92 -0.21 -0.027
S 0.51 0.54 -2.53 0.112
C 2.26 0.29 -2.15 -0.010
N 3.15 1.34 -2.61 0.002
C 4.25 0.69 -3.33 -0.001
C 4.22 -0.76 -2.88 0.002
N 2.77 -0.94 -2.72 0.006
H 3.49 1.80 -1.78 0.001
H 5.21 1.18 -3.13 0.000
H 4.03 0.74 -4.41 0.000
H 4.76 -0.89 -1.94 0.000
H 4.61 -1.46 -3.64 0.000
H 2.52 -1.69 -2.09 0.002

---

Computed strongest force on any atom, in the same sequence as the records: 3.152 4.406 0.936 0.765 1.968 2.678 eV/A.
Computed energy above the lowest of the compared OMol25 structures with the same formula, charge and spin, in the same sequence as the records: 46.4 167.5 10.7 0.0 0.0 222.9 kJ/mol.
Computed E, in the same sequence as the records: -262890.1247 -53236.2429 -44660.5781 -50969.6512 -65622.6037 -99809.7660 eV.